{
  "formula": "C23H48BBr2NO12PS5",
  "method": "wB97M-V/def2-TZVPD",
  "orbital_gap_ev": 7.43,
  "total_charge": 1,
  "lumo_ev": -4.15,
  "elements": ["C", "C", "Br", "C", "Br", "P", "O", "B", "N", "O", "H", "H", "H", "H", "H", "H", "H", "H", "C", "C", "C", "S", "O", "O", "C", "H", "H", "H", "H", "H", "H", "H", "H", "C", "C", "C", "S", "O", "O", "C", "H", "H", "H", "H", "H", "H", "H", "H", "C", "C", "C", "S", "O", "O", "C", "H", "H", "H", "H", "H", "H", "H", "H", "C", "C", "C", "S", "O", "O", "C", "H", "H", "H", "H", "H", "H", "H", "H", "C", "C", "C", "S", "O", "O", "C", "H", "H", "H", "H", "H", "H", "H", "H"],
  "positions_angstrom": [[1.89, 4.12, 4.22], [3.46, 4.02, 4.22], [4.29, 3.55, 5.97], [4.29, 4.24, 3.13], [3.43, 4.70, 1.39], [6.15, 4.17, 3.16], [6.73, 5.35, 4.22], [6.90, 2.44, 3.51], [6.79, 1.27, 2.63], [7.67, 2.30, 4.72], [1.43, 3.92, 3.21], [1.40, 3.39, 4.93], [1.66, 5.21, 4.50], [6.60, 4.57, 1.85], [5.93, 5.62, 4.74], [7.48, 0.55, 2.89], [5.85, 0.88, 2.58], [7.34, 2.99, 5.33], [-3.95, 5.40, 3.40], [-3.91, 4.18, 2.48], [-2.44, 3.96, 2.09], [-1.46, 4.61, 3.44], [-0.71, 5.75, 2.95], [-0.83, 3.51, 4.14], [-2.83, 5.20, 4.41], [-4.92, 5.50, 3.90], [-3.78, 6.31, 2.82], [-4.28, 3.30, 3.02], [-4.53, 4.32, 1.60], [-2.22, 2.90, 1.95], [-2.18, 4.51, 1.18], [-2.55, 6.12, 4.93], [-3.08, 4.42, 5.14], [1.32, 2.04, -2.39], [2.46, 1.57, -1.48], [1.93, 1.59, -0.04], [0.16, 1.33, -0.16], [-0.51, 2.52, 0.30], [-0.16, 0.02, 0.36], [0.09, 1.27, -1.94], [1.54, 1.86, -3.44], [1.16, 3.12, -2.26], [2.75, 0.56, -1.75], [3.34, 2.21, -1.58], [2.38, 0.80, 0.56], [2.09, 2.56, 0.43], [-0.84, 1.72, -2.28], [0.14, 0.23, -2.24], [-0.70, -4.34, -1.21], [0.23, -4.65, -0.04], [1.67, -4.46, -0.54], [1.58, -3.24, -1.85], [1.95, -3.88, -3.10], [2.20, -2.01, -1.40], [-0.19, -3.04, -1.82], [-1.74, -4.25, -0.88], [-0.65, -5.15, -1.94], [0.04, -3.95, 0.78], [0.08, -5.66, 0.34], [2.32, -4.09, 0.25], [2.07, -5.38, -0.96], [-0.56, -2.87, -2.83], [-0.42, -2.19, -1.18], [-0.25, -8.22, -4.16], [0.92, -9.15, -3.80], [1.11, -9.09, -2.29], [-0.49, -8.70, -1.59], [-0.42, -7.39, -0.98], [-1.00, -9.86, -0.89], [-1.35, -8.55, -3.15], [-0.58, -8.37, -5.18], [0.06, -7.18, -4.05], [0.68, -10.17, -4.10], [1.84, -8.86, -4.33], [1.46, -10.04, -1.88], [1.80, -8.29, -2.00], [-2.11, -7.77, -3.08], [-1.81, -9.51, -3.37], [-6.03, 2.04, -2.44], [-5.30, 2.80, -1.33], [-3.84, 2.36, -1.35], [-3.48, 1.87, -3.04], [-3.21, 0.45, -3.06], [-2.58, 2.84, -3.63], [-5.13, 2.15, -3.67], [-7.02, 2.45, -2.64], [-6.15, 0.99, -2.16], [-5.36, 3.88, -1.53], [-5.76, 2.62, -0.36], [-3.17, 3.16, -1.06], [-3.68, 1.49, -0.71], [-5.36, 1.41, -4.44], [-5.16, 3.15, -4.10]],
  "lowdin_charge": [-0.145, -0.656, 0.777, -0.771, 0.765, 1.006, -0.228, -0.608, 0.146, 0.072, 0.050, 0.087, 0.120, 0.078, 0.064, 0.104, 0.093, 0.070, -0.216, -0.209, -0.236, 0.677, -0.323, -0.340, -0.227, 0.120, 0.123, 0.122, 0.108, 0.088, 0.104, 0.111, 0.112, -0.199, -0.208, -0.238, 0.677, -0.334, -0.320, -0.213, 0.125, 0.121, 0.105, 0.111, 0.106, 0.012, 0.066, 0.109, -0.220, -0.220, -0.214, 0.672, -0.323, -0.346, -0.229, 0.123, 0.096, 0.120, 0.091, 0.102, 0.100, 0.112, 0.089, -0.219, -0.213, -0.218, 0.684, -0.328, -0.315, -0.229, 0.119, 0.117, 0.120, 0.118, 0.106, 0.101, 0.109, 0.111, -0.218, -0.220, -0.228, 0.658, -0.316, -0.325, -0.228, 0.119, 0.123, 0.119, 0.112, 0.095, 0.111, 0.112, 0.111]
}